Record 1
Entry from the Open Molecules 2025 dataset: a 6-piece molecular cluster, C26H64Br2N2O20P5S2 overall (ωB97M-V/def2-TZVPD).

```
121
Properties=species:S:1:pos:R:3:forces:R:3
C -3.6700 -8.4828 -1.6036 -0.646 0.050 -0.265
C -5.1127 -7.9544 -1.6142 0.720 0.003 0.266
Br -5.7897 -8.0957 -3.4534 -0.018 0.100 0.279
C -5.2885 -6.5292 -1.0861 0.065 0.619 0.373
C -4.3610 -5.4960 -1.7478 -0.184 -1.274 -1.604
N -3.0116 -5.3969 -1.1836 -0.763 1.135 0.554
C -2.5499 -4.1998 -0.9752 0.027 0.141 0.409
C -1.1317 -4.0985 -0.4762 -0.086 0.672 -0.482
C -0.2221 -4.4170 -1.6669 -0.071 -0.721 -0.179
N -0.2511 -5.6129 -2.0724 0.045 0.193 -0.177
S -3.6356 -2.9100 -1.3268 0.767 -0.793 0.175
C -4.8984 -4.0605 -2.1074 1.441 0.250 0.765
S -4.7760 -3.7994 -3.9137 -0.458 0.078 -0.351
C -6.2485 -3.6091 -1.4913 -0.331 0.013 -0.886
C -7.4361 -3.4994 -2.4697 -0.263 -0.514 0.317
C -7.7531 -4.7798 -3.2693 0.101 0.737 -0.445
Br -8.1266 -4.2929 -5.1457 0.036 -0.306 0.385
H -3.3372 -8.6590 -0.5802 0.102 0.076 0.019
H -3.6558 -9.4207 -2.1535 0.143 -0.117 0.178
H -2.9951 -7.8142 -2.1371 0.098 -0.008 0.020
H -5.7178 -8.6067 -0.9911 -0.230 -0.078 -0.255
H -6.3203 -6.2268 -1.2590 -0.001 -0.036 -0.051
H -5.1599 -6.4982 0.0012 0.067 -0.209 0.013
H -4.1859 -5.9360 -2.7370 -0.069 0.026 -0.023
H -2.3969 -6.1777 -0.9845 -0.139 -0.250 -0.332
H -0.9050 -3.1249 -0.0502 -0.111 0.046 0.027
H -0.9830 -4.8776 0.2681 0.043 0.048 0.110
H 0.3855 -3.6555 -2.1534 -0.031 0.276 0.304
H 0.3569 -5.7388 -2.8835 0.140 -0.073 0.066
H -3.4438 -3.9441 -4.1245 -0.275 -0.078 0.566
H -6.5009 -4.2710 -0.6645 0.130 0.037 0.082
H -6.1026 -2.6098 -1.0817 -0.108 -0.024 0.140
H -8.3179 -3.2631 -1.8717 0.058 0.171 0.007
H -7.2977 -2.6499 -3.1338 0.117 -0.035 -0.081
H -6.9157 -5.4694 -3.2939 -0.086 -0.104 -0.171
H -8.6507 -5.2856 -2.9345 0.032 -0.060 0.124
C 2.4455 -3.9330 -8.0088 0.018 0.048 -0.212
O 2.2471 -4.5971 -6.7526 -0.179 -0.123 0.452
P 3.0490 -4.1098 -5.4667 0.079 0.033 -0.044
O 2.6777 -4.8126 -4.2311 -0.338 -0.068 -0.347
O 2.8343 -2.5381 -5.4322 0.427 -0.154 -0.014
C 1.5069 -2.0501 -5.2131 -0.155 0.137 0.002
O 4.5694 -4.2140 -5.8851 -0.212 0.377 0.139
C 5.2080 -5.4967 -5.7618 0.175 -0.189 0.013
H 1.4942 -3.5150 -8.3342 -0.012 -0.034 0.040
H 3.1819 -3.1334 -7.9392 0.015 -0.026 0.060
H 2.7823 -4.6648 -8.7397 -0.001 -0.036 0.047
H 0.8692 -2.8093 -4.7572 0.047 -0.026 0.007
H 1.0751 -1.7395 -6.1646 0.015 -0.028 -0.002
H 1.5684 -1.1906 -4.5494 0.068 -0.017 0.009
H 5.8496 -5.6333 -6.6286 -0.027 0.098 -0.018
H 4.4826 -6.3086 -5.7231 -0.032 0.041 0.019
H 5.8132 -5.5102 -4.8581 -0.054 0.022 0.022
C -4.1115 3.4516 -3.5991 0.170 0.108 -0.057
O -5.4386 2.9211 -3.4975 -0.234 -0.180 0.170
P -5.7753 1.8333 -2.3853 -0.212 0.106 0.095
O -7.1858 1.4465 -2.3679 0.196 0.141 -0.218
O -5.1905 2.4119 -1.0315 0.155 -0.275 -0.179
C -5.7978 3.6040 -0.5105 -0.067 0.226 0.074
O -4.7516 0.6441 -2.6403 0.160 0.111 0.166
C -5.1024 -0.3005 -3.6586 0.014 0.086 -0.087
H -4.1552 4.5276 -3.4394 -0.045 -0.013 -0.009
H -3.4342 3.0104 -2.8683 -0.047 -0.039 0.013
H -3.7333 3.2554 -4.6006 -0.052 -0.022 -0.004
H -6.7965 3.7586 -0.9186 -0.001 -0.067 -0.006
H -5.1695 4.4618 -0.7496 0.005 -0.031 -0.023
H -5.8677 3.5010 0.5688 0.032 -0.073 -0.012
H -4.1970 -0.5710 -4.1978 0.044 0.023 0.075
H -5.8295 0.1052 -4.3625 -0.023 0.003 0.042
H -5.5176 -1.1875 -3.1906 -0.093 -0.004 0.007
C 5.1126 1.5641 -2.2076 0.174 0.104 -0.063
O 3.7916 1.0169 -2.1184 -0.313 -0.121 0.088
P 3.3816 0.1533 -0.8433 -0.033 0.099 0.274
O 1.9770 -0.2713 -0.8832 0.142 0.098 -0.306
O 3.8267 1.0034 0.4108 0.070 -0.357 -0.198
C 3.1606 2.2620 0.6337 -0.143 0.261 0.027
O 4.4433 -1.0242 -0.7817 -0.028 0.277 0.175
C 4.1738 -2.1474 -1.6255 0.020 -0.306 -0.178
H 5.0353 2.6488 -2.2642 -0.043 -0.015 -0.001
H 5.7269 1.2955 -1.3491 -0.045 -0.038 0.017
H 5.5844 1.1911 -3.1148 -0.046 -0.031 0.000
H 2.2031 2.3069 0.1130 0.022 -0.107 -0.022
H 3.8016 3.0718 0.2895 0.024 -0.026 0.030
H 2.9971 2.3776 1.6993 0.113 -0.043 0.013
H 5.1144 -2.4909 -2.0503 0.043 0.065 0.062
H 3.4963 -1.8854 -2.4386 0.001 -0.031 -0.001
H 3.7347 -2.9488 -1.0336 -0.036 0.029 -0.003
C 6.6584 7.1245 2.9462 0.132 0.153 0.011
O 5.7354 6.1147 2.5181 -0.256 -0.200 -0.006
P 5.1908 5.0480 3.5688 0.017 -0.040 0.078
O 4.2027 4.1381 2.9838 0.152 0.246 -0.178
O 4.7073 5.8969 4.8154 0.233 -0.233 -0.005
C 3.5889 6.7744 4.6256 -0.169 0.201 0.009
O 6.4839 4.3646 4.1762 -0.204 0.219 0.129
C 7.0793 3.2943 3.4294 0.128 -0.174 -0.051
H 6.2087 8.1010 2.7736 -0.027 -0.031 -0.023
H 6.9109 7.0300 4.0017 -0.028 -0.054 -0.002
H 7.5672 7.0402 2.3536 -0.026 -0.043 -0.019
H 2.9951 6.4942 3.7552 0.038 -0.079 0.009
H 3.9489 7.7961 4.5055 0.030 -0.026 -0.004
H 2.9639 6.7205 5.5136 0.056 -0.042 0.031
H 8.1595 3.4061 3.4890 -0.023 0.065 0.060
H 6.7759 3.3122 2.3826 -0.042 0.015 0.019
H 6.7893 2.3433 3.8714 -0.053 0.021 -0.014
C 0.0679 6.2835 10.9673 -0.170 -0.035 0.020
O 1.4826 6.3251 11.1773 0.254 0.116 -0.024
P 2.4231 7.0271 10.0975 0.198 0.050 0.000
O 3.8291 7.0513 10.4974 -0.299 -0.158 0.152
O 1.7524 8.4359 9.8126 -0.041 -0.243 -0.224
C 1.7307 9.3802 10.8908 -0.038 0.137 0.172
O 2.1042 6.2895 8.7293 -0.162 0.245 0.036
C 2.7814 5.0491 8.4802 0.124 -0.187 -0.135
H -0.4208 6.8056 11.7888 0.038 -0.008 0.013
H -0.2227 6.7496 10.0262 0.055 0.002 -0.012
H -0.2543 5.2437 10.9642 0.047 -0.008 0.006
H 2.4788 9.1445 11.6478 0.033 -0.023 -0.049
H 0.7402 9.3848 11.3465 0.011 -0.029 -0.014
H 1.9402 10.3642 10.4800 0.007 -0.035 -0.065
H 2.0738 4.3644 8.0171 -0.071 0.090 0.000
H 3.1612 4.5993 9.3969 0.012 0.068 0.023
H 3.6108 5.2253 7.7972 0.030 0.017 0.050
```
Positions in Å, forces in eV/Å.

E_tot (hartree): -10294.790803
HOMO energy (eV): -11.6073
Total charge: +1



Record 2
Entry from the Open Molecules 2025 dataset: a 2-piece molecular cluster, C18H26N3O10 overall (ωB97M-V/def2-TZVPD).

```
57
Properties=species:S:1:pos:R:3:forces:R:3
O 1.8809 -5.2724 1.9351 -0.186 -0.049 0.278
O -6.9341 4.8484 3.4592 -0.166 -0.063 0.214
O -4.1613 1.1426 3.0800 0.244 0.672 -0.411
O 4.1369 0.2105 -0.7179 -0.580 -0.474 0.214
O 2.8325 -5.8752 -1.9499 0.031 0.575 -0.158
O 2.1152 1.0384 -0.3226 -0.544 0.654 0.208
O -1.3147 4.8553 -1.1139 -0.083 0.023 0.104
O -1.3484 3.4734 1.5341 -0.711 -0.115 -0.132
O -2.9585 0.7314 -0.2123 -0.072 0.715 0.279
O -0.3483 0.8191 0.0307 -1.580 0.780 -0.044
C 2.4492 -4.7642 0.9793 0.714 -0.856 1.198
C -5.9794 4.2531 2.9820 -1.368 0.855 0.395
C -4.4593 2.2876 2.7695 0.446 -2.182 0.855
C 2.9284 0.0874 -0.4259 1.338 -0.006 -0.471
C 2.7800 -4.6814 -2.2408 -0.243 -1.483 1.065
C -5.1276 4.9363 2.0352 1.630 -0.793 -0.863
C -4.0044 4.3307 1.5351 -1.329 0.278 0.917
N 3.2457 -4.2330 -3.4148 0.123 1.038 -0.804
N -3.6404 3.0431 1.9390 -0.056 0.800 -0.136
N 1.7254 -4.1769 0.0262 -0.118 0.644 -2.150
C 3.9639 -4.7765 0.9324 -0.285 0.044 -0.294
C -5.7457 2.8140 3.3651 0.966 1.238 -1.063
C 3.8774 -5.0834 -4.4203 -0.229 -0.114 0.573
C -0.1556 4.4766 -0.3485 0.217 0.228 0.106
C 2.3677 -1.3235 -0.2044 -0.066 -0.439 -0.419
C -2.3806 2.4825 1.4546 0.495 -0.181 -0.007
C -0.3909 3.2142 0.4929 -0.151 0.599 -0.918
C -2.4260 2.0466 -0.0116 0.389 -1.373 0.051
C -0.9474 2.0667 -0.3595 1.212 -0.729 0.089
C 2.9759 -2.3543 -1.1651 -0.011 -0.041 0.177
C 2.1366 -3.6445 -1.2914 0.240 0.450 0.600
H -1.1093 5.6233 -1.6746 0.064 -0.543 0.457
H -2.2570 0.1019 0.0579 -0.156 0.586 -0.194
H 0.6548 0.8842 -0.0921 0.372 -0.077 -0.112
H -5.3917 5.9450 1.7396 0.008 -0.187 0.077
H -3.3634 4.8664 0.8332 0.105 -0.532 0.208
H 3.2020 -3.2398 -3.5892 0.083 -0.205 0.019
H 0.7382 -4.1977 0.2167 -0.049 -0.104 -0.036
H 4.3321 -3.7697 1.1142 0.141 0.106 -0.060
H 4.3128 -5.1376 -0.0294 0.136 0.087 -0.160
H 4.3294 -5.4407 1.7123 -0.159 0.066 0.000
H -6.5753 2.2061 3.0039 0.056 -0.014 0.036
H -5.6914 2.7353 4.4512 0.010 -0.095 -0.103
H 4.7946 -5.5099 -4.0105 -0.012 -0.066 -0.117
H 3.2035 -5.9006 -4.6840 0.101 0.016 -0.019
H 4.1139 -4.5033 -5.3126 -0.093 0.060 0.186
H 0.1355 5.2976 0.3145 -0.055 0.001 0.065
H 0.6801 4.2894 -1.0313 0.009 -0.179 0.135
H 1.2872 -1.3067 -0.3630 -0.070 0.088 0.182
H 2.5546 -1.6329 0.8260 -0.081 0.083 0.036
H -2.0808 1.6230 2.0667 -0.533 0.178 0.015
H 0.5641 2.9145 0.9388 -0.119 0.076 -0.098
H -2.9772 2.7776 -0.6110 -0.036 -0.227 0.015
H -0.7900 2.2391 -1.4296 0.026 0.060 0.079
H 3.9916 -2.5939 -0.8520 0.078 0.066 -0.158
H 3.0311 -1.8978 -2.1544 0.170 0.112 -0.003
H 1.2172 -3.3452 -1.7928 -0.262 -0.051 0.096
```
Positions in Å, forces in eV/Å.

E_tot (hartree): -1618.303449
HOMO energy (eV): -5.6979
Total charge: -1



Record 3
Entry from the Open Molecules 2025 dataset: a single C3H5NS2 molecule (ωB97M-V/def2-TZVPD).

```
11
Properties=species:S:1:pos:R:3:forces:R:3
S -2.4064 -0.6970 -1.0116 0.905 0.296 0.527
C -0.9569 -0.3739 -0.2791 -3.064 -0.644 -1.283
C -0.5116 -0.2765 1.1194 0.356 0.292 3.247
C 0.9240 -0.0136 0.6003 -0.766 -1.453 -2.145
N 0.2382 -0.1089 -0.7995 1.875 0.306 1.969
S 0.7658 0.2984 -2.3075 0.206 0.225 -0.817
H -0.6147 -1.1785 1.7893 -0.041 0.811 -0.988
H -0.9316 0.6010 1.7251 0.408 -1.161 -1.130
H 1.6524 -0.8496 0.6994 -0.417 0.850 0.160
H 1.3158 0.9664 0.7114 0.560 0.690 0.459
H 0.5251 1.6322 -2.2470 -0.021 -0.211 0.001
```
Positions in Å, forces in eV/Å.

E_tot (hartree): -968.384090
SMILES: S=C1CCN1S
Relative energy (zero: lowest compared OMol25 entry of this formula, charge and spin) (kJ/mol): 160.14
HOMO energy (eV): -8.3834
Total charge: 0



Record 4
Entry from the Open Molecules 2025 dataset: C43H36N4O2OsPSi as an isolated structure (ωB97M-V/def2-TZVPD).

```
88
Properties=species:S:1:pos:R:3:forces:R:3
Os -0.2902 -0.0122 -0.9478 -0.016 -0.079 -0.063
O -0.6465 1.8741 -1.5347 0.009 0.051 0.000
C 0.3972 2.7262 -1.4521 -0.021 -0.056 -0.011
C 0.3651 3.9947 -2.0242 0.020 0.017 -0.015
C 1.5209 4.7612 -2.0104 -0.023 0.002 -0.007
C 2.6977 4.2874 -1.4364 0.001 0.005 -0.001
C 2.7121 3.0436 -0.8244 0.005 -0.008 0.017
C 1.5583 2.2723 -0.8251 -0.019 -0.030 -0.016
C 1.3339 1.0399 -0.0385 0.043 0.084 0.041
N 1.7938 -0.1895 -0.2866 0.027 -0.014 -0.018
N 1.8957 -0.9975 0.8586 0.121 0.055 -0.026
C 0.9979 -1.8455 1.0738 -0.209 -0.030 -0.067
O -0.1948 -1.7907 0.3205 0.138 -0.142 0.027
C 1.0338 -2.8824 2.1524 0.065 -0.155 -0.148
C 1.0005 -2.3340 3.4370 0.001 -0.024 0.133
C 0.9824 -3.1289 4.5668 0.014 -0.025 -0.068
C 1.0091 -4.5084 4.4164 0.024 0.032 0.017
C 1.0663 -5.0611 3.1520 -0.182 0.109 -0.053
C 1.0631 -4.2906 1.9852 0.257 -0.116 0.167
H -0.5465 4.3497 -2.4883 0.009 0.003 0.003
H 1.5081 5.7441 -2.4644 0.000 -0.010 0.002
H 3.5909 4.8966 -1.4484 -0.006 -0.004 -0.001
H 3.6063 2.6772 -0.3349 -0.007 0.004 -0.005
H 0.9654 1.2182 0.9853 0.001 0.016 0.009
H 0.9968 -1.2555 3.5352 0.004 -0.014 -0.008
H 0.9606 -2.6787 5.5499 -0.012 0.003 -0.011
H 1.0022 -5.1543 5.2847 -0.007 0.008 -0.007
H 1.1070 -6.1388 3.0520 0.003 0.003 -0.006
H 3.4052 -3.3368 1.3237 0.219 -0.033 -0.455
N -1.5569 -1.3623 -3.3929 0.009 0.007 0.003
P 0.0414 -0.8728 -3.0012 0.019 -0.059 0.069
C 0.5270 0.0786 -4.4583 0.032 -0.026 -0.009
C 0.8502 -0.6416 -5.6143 0.009 0.012 0.017
C 1.1301 0.0250 -6.7944 -0.005 0.029 -0.008
C 1.0998 1.4144 -6.8295 0.003 -0.024 -0.001
C 0.7760 2.1311 -5.6884 -0.010 -0.008 0.003
C 0.4813 1.4669 -4.5058 -0.019 0.036 0.006
C 1.0256 -2.3885 -3.1276 0.000 0.124 -0.020
C 2.4747 -2.2830 -3.4025 -0.035 -0.022 0.022
C 3.2757 -3.2701 -3.0151 0.020 0.008 0.005
C 2.7544 -4.2417 -2.0107 -0.047 0.035 -0.129
C 1.2524 -4.6311 -2.0686 0.064 0.035 0.018
C 0.4790 -3.5738 -2.8007 -0.014 -0.031 -0.001
C -2.6074 -0.9723 -2.6033 0.026 0.001 -0.021
C -3.9378 -1.1967 -2.9636 -0.049 -0.004 -0.005
C -4.9338 -0.7939 -2.1066 -0.010 -0.024 -0.036
C -4.6043 -0.1740 -0.9011 -0.005 0.018 0.029
C -3.2784 0.0113 -0.6140 0.007 0.005 0.008
N -2.2897 -0.3775 -1.4431 -0.039 0.028 -0.028
H -1.7781 -1.6429 -4.3373 0.007 -0.002 -0.008
H 0.8962 -1.7250 -5.5913 -0.008 0.019 -0.007
H 1.3818 -0.5376 -7.6837 -0.002 0.004 0.007
H 1.3301 1.9352 -7.7497 0.000 -0.003 0.004
H 0.7499 3.2126 -5.7109 0.000 -0.006 -0.004
H 0.2059 2.0316 -3.6311 0.005 -0.031 -0.006
H 2.8244 -1.4646 -4.0169 0.000 0.007 0.001
H 4.3159 -3.3066 -3.3133 -0.013 0.000 -0.011
H 3.3958 -5.1115 -1.8987 -0.022 -0.010 0.038
H 0.9864 -5.6542 -2.3390 0.004 0.004 -0.002
H -0.5906 -3.7016 -2.8715 0.013 0.000 -0.003
H -4.1631 -1.6812 -3.9037 0.001 0.005 0.008
H -5.9702 -0.9597 -2.3695 0.010 0.001 -0.001
H -5.3614 0.1578 -0.2070 0.007 -0.002 -0.003
H -2.9585 0.4936 0.3010 0.001 0.001 0.004
C -3.5593 -5.3898 2.7961 0.004 0.007 -0.016
C -3.1751 -6.0501 1.6371 -0.008 -0.007 -0.001
C -2.2877 -5.4451 0.7597 0.041 -0.017 -0.036
C -1.7526 -4.1842 1.0330 -0.018 0.077 0.041
C -2.1651 -3.5261 2.1928 -0.034 -0.049 0.036
C -3.0610 -4.1234 3.0682 0.012 0.010 -0.012
Si -0.6349 -3.3634 -0.2090 -0.055 0.085 0.066
C 1.0703 -4.1972 -0.5299 0.043 -0.023 -0.057
C 1.1716 -5.1442 0.6844 -0.191 -0.164 -0.078
C 2.4396 -5.9691 0.7229 0.038 0.109 -0.025
C 3.6021 -5.3429 0.6093 -0.089 0.038 -0.040
C 3.5777 -3.8593 0.3643 -0.082 -0.064 0.316
C 2.5053 -3.5141 -0.6741 -0.039 -0.026 0.164
H -4.2510 -5.8598 3.4829 0.004 0.001 -0.002
H -3.5697 -7.0331 1.4146 0.003 0.008 0.006
H -2.0072 -5.9763 -0.1468 -0.015 0.013 0.015
H -1.7730 -2.5443 2.4318 0.005 -0.006 -0.003
H -3.3633 -3.6031 3.9682 0.000 -0.004 -0.010
H -1.5424 -3.0614 -1.3174 0.023 -0.019 -0.001
H 0.3243 -5.8358 0.7030 -0.008 0.086 0.074
H 2.3612 -7.0399 0.8636 0.031 0.006 0.023
H 4.5430 -5.8777 0.6454 0.004 0.008 0.043
H 4.5364 -3.5320 -0.0467 -0.049 0.129 0.137
H 2.4843 -2.4464 -0.8464 -0.034 0.016 -0.007
```
Positions in Å, forces in eV/Å.

E_tot (hartree): -2750.985716
Relative energy (zero: lowest compared OMol25 entry of this formula, charge and spin) (kJ/mol): 492.65
HOMO energy (eV): -10.0845
Total charge: +1



Q: Which formula does entry 1 have?
A: C26H64Br2N2O20P5S2